C34H87N5O11 | ωB97M-V/def2-TZVPD

Last column: Löwdin charge in e.
CARTESIAN COORDINATES (ANGSTROEM)
C -6.494 -1.730 -0.922  -0.10
O -6.321 -0.697 0.016  -0.17
C -5.576 0.378 -0.435  -0.23
C -4.095 0.056 -0.565  -0.43
C -3.511 -0.106 0.862  -0.05
N -3.327 1.169 -1.142  0.04
H -5.641 -1.874 -1.589  0.07
H -7.375 -1.515 -1.547  0.09
H -6.696 -2.657 -0.389  0.09
H -5.925 0.737 -1.424  0.13
H -5.699 1.200 0.265  0.13
H -3.857 -0.865 -1.113  0.11
H -3.941 -0.972 1.372  0.08
H -3.834 0.746 1.469  0.08
H -2.424 -0.140 0.888  0.06
H -3.581 1.333 -2.113  0.07
H -2.331 0.997 -1.116  0.05
C -3.934 -0.917 -5.934  -0.12
O -2.917 -0.894 -4.974  -0.19
C -2.901 -2.061 -4.154  -0.21
C -1.797 -1.889 -3.125  -0.20
N -0.449 -1.956 -3.674  -0.06
C -0.034 -3.274 -4.216  -0.19
C -0.287 -4.448 -3.342  -0.22
O -0.254 -5.587 -4.195  -0.19
C 0.351 -6.723 -3.600  -0.10
H -3.823 -0.061 -6.587  0.09
H -4.922 -0.953 -5.447  0.09
H -3.911 -1.838 -6.542  0.09
H -2.676 -2.940 -4.777  0.12
H -3.860 -2.194 -3.630  0.12
H -1.951 -2.694 -2.403  0.11
H -1.966 -0.961 -2.574  0.10
H -0.371 -1.269 -4.416  0.12
H 1.038 -3.155 -4.406  0.12
H -0.451 -3.454 -5.216  0.12
H -1.280 -4.414 -2.894  0.12
H 0.504 -4.533 -2.591  0.12
H 1.443 -6.614 -3.591  0.09
H 0.048 -7.595 -4.172  0.08
H 0.026 -6.869 -2.561  0.08
C 5.687 -4.894 -0.651  -0.09
O 4.835 -4.255 0.268  -0.22
C 3.472 -4.524 0.039  -0.22
C 3.095 -5.951 0.355  -0.20
N 1.658 -5.989 0.722  -0.06
C 1.242 -7.296 1.240  -0.21
C 1.597 -7.511 2.712  -0.25
O 1.041 -6.469 3.475  -0.19
C 1.468 -6.474 4.821  -0.10
H 5.467 -4.578 -1.675  0.10
H 5.612 -5.982 -0.584  0.09
H 6.688 -4.570 -0.373  0.10
H 3.188 -4.246 -0.989  0.13
H 2.880 -3.815 0.628  0.12
H 3.684 -6.260 1.234  0.12
H 3.223 -6.623 -0.495  0.12
H 1.560 -5.380 1.536  0.09
H 1.636 -8.123 0.643  0.12
H 0.150 -7.352 1.169  0.11
H 2.694 -7.619 2.830  0.12
H 1.266 -8.517 3.031  0.12
H 2.517 -6.172 4.915  0.09
H 1.312 -7.438 5.311  0.09
H 0.872 -5.715 5.332  0.09
C 0.622 3.683 -4.196  -0.14
O -0.071 4.583 -3.401  -0.18
C 0.335 5.911 -3.626  -0.24
C -0.125 6.796 -2.472  -0.22
N -0.011 8.183 -2.865  -0.07
C -0.254 9.105 -1.757  -0.22
C -0.730 10.439 -2.273  -0.23
O -1.774 10.207 -3.219  -0.22
C -2.319 11.400 -3.764  -0.09
H 0.518 3.862 -5.277  0.09
H 0.327 2.669 -3.928  0.08
H 1.720 3.687 -4.063  0.09
H -0.115 6.250 -4.573  0.13
H 1.425 5.993 -3.706  0.12
H 0.557 6.591 -1.638  0.12
H -1.126 6.491 -2.126  0.12
H -0.674 8.420 -3.594  0.10
H 0.712 9.273 -1.271  0.12
H -0.988 8.738 -1.028  0.12
H 0.075 10.986 -2.790  0.13
H -1.074 11.069 -1.443  0.12
H -2.051 12.262 -3.161  0.08
H -3.401 11.264 -3.794  0.09
H -1.994 11.457 -4.805  0.09
C -1.642 3.361 1.132  -0.11
O -1.577 3.179 2.521  -0.20
C -0.523 2.395 2.987  -0.24
C -0.656 2.320 4.501  -0.20
N -0.661 3.678 5.095  -0.04
C -1.473 3.751 6.301  -0.22
C -0.961 2.855 7.407  -0.24
O -1.355 1.510 7.217  -0.21
C -0.550 0.622 7.947  -0.12
H -1.116 4.288 0.848  0.09
H -2.653 3.492 0.746  0.08
H -1.212 2.528 0.564  0.07
H 0.450 2.816 2.679  0.13
H -0.571 1.373 2.583  0.12
H 0.205 1.774 4.887  0.12
H -1.564 1.740 4.714  0.12
H -1.179 4.197 4.382  0.10
H -2.553 3.629 6.138  0.13
H -1.373 4.759 6.727  0.12
H -1.372 3.205 8.369  0.12
H 0.131 2.946 7.476  0.12
H -0.876 -0.393 7.737  0.09
H -0.611 0.828 9.024  0.09
H 0.504 0.718 7.648  0.09
C 1.306 -0.828 -0.259  -0.05
C 1.679 -0.104 -1.569  -0.51
C 2.839 0.826 -1.225  -0.06
O 2.072 -1.036 -2.548  -0.08
H 2.156 -0.760 0.419  0.06
H 0.983 -1.852 -0.446  0.07
H 0.463 -0.347 0.247  0.06
H 0.866 0.534 -1.948  0.12
H 2.537 1.442 -0.376  0.08
H 3.070 1.496 -2.054  0.07
H 3.689 0.200 -0.953  0.08
H 1.274 -1.535 -2.831  0.04
C 3.833 -2.351 3.859  -0.06
C 4.943 -1.907 2.910  -0.49
C 5.801 -0.766 3.470  -0.06
O 5.852 -2.979 2.597  -0.07
H 4.168 -2.663 4.846  0.08
H 3.289 -3.191 3.404  0.06
H 3.077 -1.564 3.935  0.08
H 4.489 -1.565 1.965  0.13
H 6.552 -0.490 2.730  0.08
H 6.207 -1.067 4.434  0.08
H 5.226 0.158 3.577  0.07
H 5.392 -3.554 1.968  0.04

Cartesian forces, eV/Å:
C -0.68 0.03 -0.42
O -0.16 -0.65 0.57
C 0.53 0.61 -1.49
C 2.08 0.19 1.46
C -0.95 -0.04 0.12
N -0.94 0.38 -0.49
H 0.09 0.02 0.15
H 0.15 -0.02 -0.01
H 0.11 -0.01 0.10
H -0.19 -0.09 0.18
H 0.00 0.03 0.11
H -0.62 -0.11 -0.04
H 0.24 -0.14 -0.17
H 0.21 0.13 -0.14
H 0.11 -0.19 -0.13
H 0.07 -0.01 0.08
H 0.01 -0.13 0.07
C -0.58 -0.90 -0.06
O 0.29 -0.26 0.40
C 0.31 0.55 -0.16
C -0.49 -0.46 -0.06
N -0.03 -0.35 0.45
C 0.38 1.68 -1.10
C 0.06 -0.82 -0.14
O 0.18 -0.32 0.08
C -0.11 0.26 0.27
H -0.09 0.18 0.05
H 0.06 0.41 -0.10
H 0.29 0.18 -0.02
H -0.30 0.00 0.07
H -0.02 0.00 -0.23
H 0.24 0.15 0.13
H 0.23 0.13 -0.16
H 0.05 0.02 0.04
H 0.00 -0.30 0.07
H -0.31 -0.19 0.20
H 0.14 -0.02 0.35
H -0.25 0.06 0.30
H -0.04 -0.12 -0.08
H 0.13 -0.02 -0.13
H -0.06 0.06 -0.10
C 0.27 0.13 0.07
O -0.34 0.17 0.14
C -0.43 0.62 -0.63
C -1.09 -0.07 0.94
N 0.47 -0.17 0.15
C -0.53 0.08 0.33
C 0.71 -0.96 -0.44
O 0.19 -0.31 -0.06
C -0.10 0.53 0.11
H -0.02 0.01 -0.01
H 0.06 -0.03 0.00
H 0.11 -0.16 -0.17
H 0.24 -0.24 -0.05
H 0.26 -0.22 0.38
H 0.34 -0.20 -0.45
H 0.27 -0.07 0.11
H -0.16 0.20 -0.36
H 0.13 0.14 -0.04
H 0.05 0.01 -0.06
H -0.11 0.67 0.09
H -0.48 0.32 0.06
H 0.04 -0.19 -0.10
H -0.01 -0.08 -0.09
H 0.00 -0.13 0.02
C 1.06 -0.77 -0.56
O 0.11 0.09 0.48
C -0.39 0.40 -0.07
C 0.29 -0.54 -0.13
N -0.25 0.31 0.24
C 0.45 0.04 -0.27
C 0.00 0.33 -0.73
O 0.02 0.14 0.73
C -0.21 -1.03 -0.30
H -0.50 -0.05 0.10
H -0.35 0.05 -0.18
H -0.18 0.37 0.41
H 0.15 0.13 0.05
H -0.03 -0.10 -0.11
H -0.09 0.19 0.05
H 0.00 0.11 -0.19
H -0.04 -0.29 0.00
H -0.22 -0.03 0.41
H 0.06 -0.19 -0.04
H 0.04 -0.16 0.13
H -0.08 -0.08 -0.05
H 0.00 0.26 -0.15
H -0.05 0.24 0.15
H 0.20 0.53 0.06
C 0.48 0.64 -0.84
O -1.01 0.08 -0.13
C 0.64 -0.21 0.23
C 0.30 0.09 -0.15
N -0.84 -0.51 -0.96
C 0.31 0.53 0.68
C -0.45 0.05 0.36
O 0.10 -0.02 -0.20
C 0.28 0.12 0.08
H 0.18 -0.28 0.03
H -0.21 -0.22 0.57
H 0.08 -0.04 0.21
H -0.12 0.08 0.12
H -0.06 0.06 -0.04
H -0.06 -0.22 0.08
H 0.08 0.19 0.14
H 0.33 0.31 0.28
H 0.09 -0.43 -0.04
H 0.05 0.04 -0.27
H 0.08 -0.02 -0.08
H 0.00 -0.07 -0.16
H -0.11 -0.02 0.05
H -0.04 -0.13 -0.02
H -0.07 -0.04 0.03
C -0.74 0.43 -0.17
C 0.07 0.14 0.74
C -0.41 -0.08 -0.49
O 0.17 -0.22 -0.41
H 0.00 -0.50 0.10
H 0.27 -0.08 0.03
H 0.07 0.15 0.00
H -0.18 -0.30 0.08
H 0.13 -0.02 0.05
H 0.24 -0.12 -0.02
H 0.19 0.22 -0.03
H 0.11 0.47 0.19
C -0.54 -0.17 -0.74
C 0.66 0.12 -0.05
C -0.64 0.03 -0.54
O -0.53 0.31 0.34
H 0.21 0.13 -0.01
H 0.20 -0.02 0.12
H 0.17 0.11 0.26
H -0.04 -0.04 0.17
H 0.35 -0.38 0.27
H 0.30 0.14 -0.08
H -0.28 -0.19 0.32
H 0.20 -0.03 -0.11

The value obtained for the relative energy (zero: lowest compared OMol25 entry of this formula, charge and spin) is 0.0 kJ/mol. The calculation puts the total energy at -66635.275 eV. The HOMO-LUMO gap is 9.3 eV. As for the multiplicity: 1. The HOMO energy is -8.8 eV.